Record 1
16
Properties=species:S:1:pos:R:3:forces:R:3:nbo_charge:R:1 method="wB97M-V/def2-TZVPD" gap_ev=7.02 lumo_energy_ev=0.607 homo_ev=-6.415 relative_energy_ev=5.414
C -0.678146 -0.445094 -1.583086 0.08 0.08 0.15 -0.399
N -0.010187 -0.131966 -0.276908 -0.90 -0.50 -0.46 -0.248
C -0.511948 -0.964476 0.878511 0.43 -0.14 -0.12 -0.229
C -0.912106 0.433941 0.823015 0.33 0.24 -0.20 -0.264
C 0.332402 1.451715 1.868935 -0.41 0.58 0.88 0.239
O -0.233931 2.230770 2.550190 0.40 -0.30 -0.30 -0.609
C 1.450965 0.302040 -0.419758 -0.16 -0.14 0.22 -0.407
H -0.068154 -1.146612 -2.158331 0.06 0.14 0.08 0.205
H -0.820415 0.477520 -2.150773 0.20 -0.05 0.08 0.214
H -1.675798 -0.900395 -1.457521 0.55 0.28 0.41 0.221
H -1.204824 -1.787914 0.662932 0.45 0.29 -0.29 0.206
H 0.315366 -1.231067 1.537115 -0.09 0.09 0.16 0.205
H -1.931376 0.666537 0.484423 0.40 -0.14 -0.19 0.190
H 1.580874 1.381796 -0.322678 -0.47 -0.21 -0.15 0.244
H 2.140514 -0.114634 0.329108 -0.78 -0.13 -0.12 0.239
H 1.773033 -0.027335 -1.402754 -0.09 -0.08 -0.15 0.193

***

Record 2
54
Properties=species:S:1:pos:R:3:forces:R:3:nbo_charge:R:1 method="wB97M-V/def2-TZVPD" gap_ev=6.16 lumo_energy_ev=-7.787 homo_ev=-13.949 charge=+2 relative_energy_ev=0.774
Pb -0.399448 -0.233560 -0.205048 -0.32 -0.57 0.08 1.393
S -1.191245 2.431326 -0.581188 -0.09 -0.27 -0.29 0.208
S -1.089242 -3.157347 -0.627042 -0.46 0.40 -0.31 0.210
C -2.996100 2.323742 -0.677724 -0.04 0.18 0.14 -0.745
C -0.691378 2.318594 -2.343887 -0.14 0.58 0.08 -0.541
C -1.085198 1.087928 -3.163023 0.39 -0.08 -0.24 -0.251
N -0.398443 -0.161114 -2.715507 0.04 0.25 -0.34 -0.725
C -1.038366 -1.454975 -3.131691 0.40 0.12 -0.11 -0.251
C -0.560486 -2.693465 -2.350407 -0.13 -0.82 -0.09 -0.555
H 0.392092 2.497400 -2.351357 -0.20 -0.14 0.03 0.240
H -1.139592 3.224511 -2.769368 0.11 -0.28 -0.27 0.268
H -0.752885 1.301513 -4.194686 -0.58 0.01 0.21 0.235
H -2.175221 0.952189 -3.134772 0.35 -0.09 -0.15 0.221
H -0.717233 -1.639378 -4.177338 -0.65 -0.04 0.40 0.236
H -2.134184 -1.350779 -3.068120 0.45 0.01 -0.21 0.221
H 0.538655 -2.728783 -2.286406 -0.27 0.08 -0.05 0.238
H -0.848857 -3.583328 -2.928205 0.13 0.42 -0.12 0.266
C -2.861049 -2.657947 -0.510943 0.28 -0.33 0.07 -0.743
H 0.543389 -0.139067 -3.114818 -0.25 -0.10 0.13 0.394
H -3.049935 -1.757850 -1.103522 -0.05 -0.07 0.14 0.203
H -3.068620 -2.462519 0.552168 0.16 0.01 -0.33 0.250
H -3.531651 -3.463897 -0.836220 0.32 0.25 -0.06 0.263
H -3.344487 2.256524 0.358475 0.03 -0.03 -0.22 0.259
H -3.339870 1.454145 -1.241974 0.05 0.12 0.10 0.225
H -3.385051 3.248698 -1.108067 0.02 -0.16 -0.03 0.262
C 5.148268 0.142672 -2.071176 0.04 -0.07 0.34 -0.404
C 5.284457 0.167687 -0.737681 -0.05 -0.02 -0.34 -0.396
H 5.102750 1.068962 -2.669326 0.10 -0.55 0.34 0.198
H 5.125709 -0.813412 -2.621788 -0.03 0.62 0.31 0.211
H 5.372454 1.118444 -0.185464 -0.02 -0.62 -0.31 0.189
H 5.347293 -0.760901 -0.146459 0.03 0.57 -0.36 0.212
C -2.055299 -2.796368 4.639341 -0.17 -0.12 -0.23 -0.173
C -2.714097 -1.558715 4.541022 0.42 -0.27 -0.45 -0.186
C -2.226049 -0.597143 3.648700 0.69 -0.01 0.16 -0.210
C -1.015519 -0.838892 2.962383 -1.92 -0.62 1.17 0.041
C -0.513895 -2.154396 2.907406 0.27 0.69 -0.07 -0.224
C -1.003422 -3.132408 3.772768 -0.34 0.57 -0.04 -0.182
N -0.398029 0.142375 2.154130 3.49 2.51 0.79 -0.274
N 0.415887 1.017609 2.668589 -2.26 -3.21 0.07 -0.045
C 1.361030 1.572947 1.799197 0.37 0.85 -1.58 0.264
C 2.161341 2.616560 2.287455 -1.33 -0.99 0.64 -0.165
C 3.098497 3.175764 1.456642 0.59 0.30 -1.41 -0.121
C 3.176553 2.755167 0.110988 -0.02 0.29 0.63 -0.197
C 2.331975 1.744353 -0.322326 -0.12 -0.53 0.51 0.059
N 1.485651 1.117976 0.518454 -0.01 0.73 0.22 -0.581
H -2.426847 -3.549766 5.333123 0.09 0.23 -0.13 0.243
H -3.610166 -1.358794 5.135843 0.38 -0.08 -0.27 0.249
H -2.758077 0.329994 3.453303 0.16 0.03 0.41 0.228
H 0.264267 -2.366062 2.177876 0.15 -0.13 0.34 0.221
H -0.568353 -4.134650 3.746570 -0.22 0.38 0.12 0.246
H 1.936993 2.934220 3.308830 0.45 0.02 -0.32 0.272
H 3.753121 3.970262 1.798731 -0.10 -0.09 0.05 0.262
H 3.881142 3.191394 -0.600607 -0.22 -0.05 0.38 0.261
H 2.366761 1.382553 -1.355837 0.06 0.07 0.47 0.220

***

Record 3
16
Properties=species:S:1:pos:R:3:forces:R:3:nbo_charge:R:1 method="wB97M-V/def2-TZVPD" gap_ev=9.97 lumo_energy_ev=0.891 smiles=NCNCCO homo_ev=-9.076 relative_energy_ev=2.253
N -1.993276 -0.399316 1.648204 1.22 -0.09 1.49 -0.866
C -0.549771 -0.861468 1.553510 -1.43 -0.86 -0.35 -0.055
N -0.003424 -0.823415 0.187727 -1.46 -0.60 -0.09 -0.634
C 0.563860 0.446514 -0.304644 -2.81 -0.76 -1.77 -0.246
C 0.982905 0.307250 -1.818211 1.34 -2.07 2.21 -0.075
O 2.233189 1.044784 -1.950540 -1.38 -0.84 -1.13 -0.706
H -2.189615 -0.134172 0.734106 -1.00 0.84 -1.79 0.341
H -2.175041 0.395855 2.264119 0.38 -0.25 -0.31 0.358
H 0.077569 -0.293056 2.242601 0.11 -0.41 0.01 0.180
H -0.701750 -1.947333 1.790425 1.10 0.93 0.19 0.187
H -0.786072 -1.219896 -0.407866 1.52 0.77 0.50 0.349
H -0.205694 1.247476 -0.363252 0.35 0.03 0.73 0.153
H 1.331681 0.678702 0.387219 1.08 0.48 0.17 0.202
H 1.218783 -0.806105 -1.952780 0.09 1.59 -0.02 0.185
H 0.096770 0.470111 -2.474116 0.97 0.82 0.07 0.167
H 2.099887 1.894070 -1.536502 -0.07 0.44 0.09 0.460

***

Record 4
13
Properties=species:S:1:pos:R:3:forces:R:3:mulliken_spin:R:1 method="wB97M-V/def2-TZVPD" gap_ev="7.36 / 7.84" lumo_energy_ev="-5.469 / -5.037" spin_multiplicity=6 homo_ev="-12.824 / -12.879" charge=+1
O 3.015274 0.183989 -0.490566 -0.35 0.35 0.34 -0.003
C 3.622898 0.189812 0.567752 0.64 -1.17 -0.07 0.001
H 4.688855 0.471646 0.597857 -0.33 0.31 -0.01 0.000
H 3.194296 -0.268820 1.476431 -0.09 0.46 -0.10 0.000
O -1.124312 -0.883578 -1.548882 2.73 1.52 0.08 -0.057
C -1.957423 -0.817958 -0.424505 -0.80 -0.15 1.21 0.000
C -1.914085 0.575791 0.236734 -1.47 -0.20 -0.16 -0.002
O -0.598798 1.042996 0.377104 2.26 -1.02 -2.16 -0.045
Sm 0.671123 0.333667 -1.268273 -3.67 -0.28 1.39 5.114
H -1.645251 -1.566702 0.338864 -0.10 0.22 -0.43 -0.002
H -3.011511 -1.051299 -0.683342 0.52 0.06 0.00 -0.004
H -2.433419 0.517210 1.216862 0.34 0.09 -0.40 -0.001
H -2.507649 1.273250 -0.396040 0.33 -0.19 0.31 -0.001